ORCA calculation (ωB97M-V/def2-TZVPD) on one molecule with the formula C5H10 in a non-equilibrium geometry.

Properties
SMILES: C=CCCC
Energy relative to the best compared isomer or geometry (same formula, charge and spin), kJ/mol: 114.2
LUMO, eV: 1.265
Electronic energy, eV: -5346.0820

Geometry as ORCA input:
```
! RIJCOSX wB97M-V def2-TZVPD def2/J DEFGRID3
* xyz 0 1
C 0.293 0.822 -2.060
C 0.451 1.141 -0.775
C 0.941 0.172 0.272
C -0.083 -0.216 1.381
C -1.226 -1.089 0.751
H 0.172 1.671 -2.696
H 0.506 -0.142 -2.486
H 0.407 2.177 -0.448
H 1.918 0.533 0.733
H 1.338 -0.752 -0.259
H -0.512 0.698 1.832
H 0.388 -0.864 2.097
H -1.996 -1.321 1.454
H -1.722 -0.718 -0.214
H -0.873 -2.112 0.416
*
```

ORCA calculation (ωB97M-V/def2-TZVPD) on one molecule with the formula C5H10.

Properties
Energy relative to the best compared isomer or geometry (same formula, charge and spin), kJ/mol: 422.1
LUMO, eV: 0.438
Electronic energy, eV: -5342.8916

Geometry as ORCA input:
```
! RIJCOSX wB97M-V def2-TZVPD def2/J DEFGRID3
* xyz 0 1
C 1.751 0.063 0.208
C 0.253 0.235 0.420
C -0.566 -1.056 0.518
C -1.945 0.506 -0.369
C -0.522 0.930 -0.714
H 2.248 1.038 0.139
H 2.209 -0.484 1.042
H 1.966 -0.490 -0.715
H 0.079 0.801 1.344
H -0.441 -1.704 -0.357
H -0.477 -1.631 1.444
H -1.650 -0.656 0.584
H -2.333 -0.147 -1.177
H -0.437 2.023 -0.686
H -0.134 0.573 -1.682
*
```

ORCA calculation (ωB97M-V/def2-TZVPD) on a 2-piece molecular cluster, C5H10 overall in a non-equilibrium geometry.

Properties
Energy relative to the best compared isomer or geometry (same formula, charge and spin), kJ/mol: 735.0
LUMO, eV: -1.468
Electronic energy, eV: -5339.6485

Geometry as ORCA input:
```
! RIJCOSX wB97M-V def2-TZVPD def2/J DEFGRID3
* xyz 0 1
C 1.062 0.896 1.492
C 0.571 0.536 0.132
C -0.509 -0.363 -0.290
C -0.655 -1.736 -0.559
C -1.749 0.245 -0.176
H 1.541 1.872 1.352
H 0.296 1.328 2.168
H 1.600 0.294 2.223
H 0.168 1.489 -0.240
H 4.838 -0.154 -3.695
H 0.347 -2.155 -0.521
H -1.453 -1.917 -1.258
H 4.773 0.580 -3.570
H -2.710 -0.186 0.088
H -2.000 1.302 -0.327
*
```

ORCA calculation (ωB97M-V/def2-TZVPD) on C5H10Cl10F18P3V as an isolated structure in a non-equilibrium geometry.

Properties
LUMO (alpha / beta), eV: -0.711 / -9.028
Electronic energy, eV: -233052.7329

Geometry as ORCA input:
```
! RIJCOSX wB97M-V def2-TZVPD def2/J DEFGRID3
* xyz 0 5
V 1.330 1.003 1.343
P -0.040 -0.425 -0.736
F 0.033 -0.747 0.861
F 0.422 -2.011 -1.077
F -1.603 -0.763 -0.639
F -0.110 -0.070 -2.291
F -0.365 1.114 -0.298
F 1.505 0.068 -0.628
P 3.678 -0.309 2.692
F 2.100 -0.450 3.004
F 3.961 0.376 4.168
F 4.065 -1.663 3.440
F 5.246 -0.314 2.336
F 3.356 -1.033 1.315
F 3.357 1.101 1.931
P 0.174 3.131 3.003
F 0.138 4.745 2.841
F 0.737 3.124 4.504
F -1.324 3.326 3.561
F 0.060 1.544 3.013
F -0.264 3.039 1.412
F 1.708 2.891 2.459
C 1.956 4.572 -1.326
Cl 2.084 2.941 -0.526
Cl 2.252 5.780 -0.085
H 2.649 4.650 -2.163
H 1.009 4.774 -1.826
C 2.075 -2.106 -4.113
Cl 3.769 -2.411 -3.655
Cl 1.856 -2.422 -5.854
H 1.402 -2.761 -3.560
H 1.805 -1.072 -3.899
C -1.205 -4.263 -0.025
Cl -2.026 -5.528 -0.937
Cl -1.732 -4.379 1.644
H -0.129 -4.344 -0.177
H -1.577 -3.312 -0.406
C -3.392 -2.097 -3.329
Cl -4.765 -1.093 -2.814
Cl -3.891 -3.679 -3.807
H -2.789 -1.551 -4.054
H -2.899 -2.231 -2.366
C -4.849 0.439 1.397
Cl -4.083 1.831 2.205
Cl -6.399 0.904 0.636
H -4.189 -0.024 0.663
H -5.096 -0.294 2.165
*
```

ORCA calculation (ωB97M-V/def2-TZVPD) on a 2-piece molecular cluster, C5H10ClF overall in a non-equilibrium geometry.

Properties
Energy relative to the best compared isomer or geometry (same formula, charge and spin), kJ/mol: 328.4
LUMO (alpha / beta), eV: 0.564 / 0.585
Electronic energy, eV: -20583.3231

Geometry as ORCA input:
```
! RIJCOSX wB97M-V def2-TZVPD def2/J DEFGRID3
* xyz 0 1
C -1.113 1.341 1.777
C 1.204 -1.651 -0.963
C 0.620 0.795 -1.464
C -0.802 -0.089 1.700
C 0.263 -0.478 -0.865
F -1.007 -0.875 -1.367
Cl -2.077 -1.187 1.543
H -2.259 1.458 1.688
H -0.652 1.849 0.874
H -0.646 1.759 2.629
H 0.693 -2.574 -0.725
H 1.434 -1.755 -1.998
H 2.167 -1.462 -0.610
H -0.160 1.543 -1.283
H 1.004 0.596 -2.443
H 1.422 1.170 -0.856
H -0.092 -0.440 2.364
*
```

ORCA calculation (ωB97M-V/def2-TZVPD) on one molecule with the formula C5H10ClN in a non-equilibrium geometry.

Properties
SMILES: C/C(=N/Cl)C(C)C
Energy relative to the best compared isomer or geometry (same formula, charge and spin), kJ/mol: 182.2
LUMO, eV: 0.880
Electronic energy, eV: -19357.8009

Geometry as ORCA input:
```
! RIJCOSX wB97M-V def2-TZVPD def2/J DEFGRID3
* xyz 0 1
C -0.747 -0.280 -2.062
C -1.382 -0.423 -0.774
N -2.685 -0.267 -0.828
Cl -3.588 -0.026 0.688
C -0.468 -0.565 0.481
C -0.285 0.792 1.202
C 0.875 -1.408 0.371
H -1.286 -0.604 -2.971
H 0.187 -0.711 -2.206
H -0.497 0.801 -2.096
H -1.085 -1.096 1.208
H -1.154 1.458 0.930
H 0.661 1.318 0.789
H -0.352 0.712 2.311
H 0.723 -2.129 -0.322
H 1.249 -1.835 1.330
H 1.761 -0.811 -0.007
*
```

> Which value of electronic energy does entry 6 give?

-19357.8009 eV

What did the sixth record say?
ORCA calculation (ωB97M-V/def2-TZVPD) on one molecule with the formula C5H10ClN in a non-equilibrium geometry.

Properties
SMILES: C/C(=N/Cl)C(C)C
Energy relative to the best compared isomer or geometry (same formula, charge and spin), kJ/mol: 182.2
LUMO, eV: 0.880
Electronic energy, eV: -19357.8009

Geometry as ORCA input:
```
! RIJCOSX wB97M-V def2-TZVPD def2/J DEFGRID3
* xyz 0 1
C -0.747 -0.280 -2.062
C -1.382 -0.423 -0.774
N -2.685 -0.267 -0.828
Cl -3.588 -0.026 0.688
C -0.468 -0.565 0.481
C -0.285 0.792 1.202
C 0.875 -1.408 0.371
H -1.286 -0.604 -2.971
H 0.187 -0.711 -2.206
H -0.497 0.801 -2.096
H -1.085 -1.096 1.208
H -1.154 1.458 0.930
H 0.661 1.318 0.789
H -0.352 0.712 2.311
H 0.723 -2.129 -0.322
H 1.249 -1.835 1.330
H 1.761 -0.811 -0.007
*
```

> Look up the electronic energy of the fifth one.

-20583.3231 eV

> Number 3 is which compound?

C5H10